Here is 8 unconnected molecules or ions with the total composition C42H77N3O18 in a non-equilibrium geometry from the OMol25 dataset. Energies are from ωB97M-V/def2-TZVPD.

Each line ends with the Mulliken spin population.
Atoms and positions in Å:
C (-1.508, -5.137, 1.762)  0.088
C (-1.863, -3.759, 2.208)  0.002
C (-1.300, -2.775, 1.102)  -0.007
C (-2.399, -1.961, 0.423)  0.058
C (-3.439, -2.865, -0.142)  0.008
C (-4.222, -3.560, 1.055)  -0.031
N (-3.378, -3.613, 2.232)  0.693
O (-4.020, -4.173, 3.371)  0.064
C (-5.377, -2.744, 1.469)  0.046
C (-4.665, -4.993, 0.461)  0.100
C (-1.324, -3.416, 3.654)  0.014
H (-1.959, -5.871, 2.429)  -0.002
H (-0.420, -5.194, 1.801)  0.008
H (-1.834, -5.468, 0.776)  -0.001
H (-0.606, -2.057, 1.538)  0.003
H (-0.799, -3.256, 0.262)  -0.002
H (-1.829, -1.439, -0.346)  0.005
H (-2.892, -1.314, 1.148)  -0.041
H (-3.005, -3.480, -0.931)  0.001
H (-4.155, -2.167, -0.577)  -0.004
H (-5.870, -3.208, 2.323)  0.002
H (-4.976, -1.797, 1.829)  -0.011
H (-6.082, -2.605, 0.649)  0.000
H (-3.823, -5.665, 0.292)  -0.004
H (-5.328, -5.602, 1.075)  -0.002
H (-5.018, -4.849, -0.560)  0.001
H (-1.490, -4.102, 4.484)  0.001
H (-1.478, -2.365, 3.898)  0.001
H (-0.268, -3.615, 3.471)  -0.001
H (-3.943, -3.424, 3.967)  0.009
C (-0.750, -0.013, -4.202)  0.000
C (0.125, -1.084, -4.941)  0.000
C (1.402, -0.427, -5.324)  0.000
C (2.507, -1.299, -5.723)  0.000
C (2.759, -2.344, -4.601)  0.000
C (1.486, -3.151, -4.173)  0.000
N (0.322, -2.192, -3.991)  0.000
O (-0.804, -2.761, -3.469)  0.000
C (1.158, -4.313, -5.141)  0.000
C (1.773, -3.642, -2.739)  0.000
C (-0.604, -1.538, -6.173)  0.000
H (-1.827, -0.180, -4.176)  0.000
H (-0.529, 0.928, -4.705)  0.000
H (-0.473, 0.113, -3.155)  0.000
H (1.350, 0.185, -6.225)  0.000
H (1.804, 0.374, -4.704)  0.000
H (3.409, -0.713, -5.902)  0.000
H (2.491, -1.626, -6.763)  0.000
H (3.278, -1.806, -3.807)  0.000
H (3.492, -2.896, -5.190)  0.000
H (0.115, -4.614, -5.044)  0.000
H (1.184, -4.118, -6.213)  0.000
H (1.762, -5.203, -4.964)  0.000
H (2.709, -4.184, -2.880)  0.000
H (1.714, -2.846, -1.997)  0.000
H (1.085, -4.406, -2.376)  0.000
H (-0.867, -0.626, -6.709)  0.000
H (-1.486, -2.123, -5.913)  0.000
H (-0.094, -2.189, -6.882)  0.000
H (-0.725, -2.457, -2.561)  0.000
C (-3.205, 4.091, 3.094)  0.000
C (-1.709, 4.188, 3.559)  0.000
C (-1.696, 4.422, 5.049)  0.000
C (-1.894, 3.214, 6.013)  0.000
C (-0.860, 2.100, 5.617)  0.000
C (-0.810, 1.776, 4.097)  0.000
N (-0.780, 3.072, 3.346)  -0.002
O (-0.298, 2.922, 2.127)  0.001
C (0.491, 0.882, 4.017)  0.000
C (-2.049, 0.845, 3.698)  -0.001
C (-1.248, 5.475, 2.859)  0.000
H (-3.809, 3.701, 3.912)  0.000
H (-3.077, 3.328, 2.327)  0.000
H (-3.720, 4.949, 2.661)  0.000
H (-0.762, 4.940, 5.265)  0.000
H (-2.512, 4.966, 5.524)  0.000
H (-2.849, 2.740, 5.789)  0.000
H (-2.002, 3.552, 7.044)  0.000
H (-0.977, 1.190, 6.204)  0.000
H (0.157, 2.344, 5.923)  0.000
H (0.414, -0.040, 4.591)  0.000
H (0.821, 0.584, 3.022)  0.000
H (1.351, 1.429, 4.403)  0.000
H (-2.215, 0.847, 2.621)  0.000
H (-1.859, -0.142, 4.121)  0.000
H (-2.976, 1.312, 4.029)  0.000
H (-1.281, 5.505, 1.770)  0.000
H (-0.314, 5.761, 3.342)  0.000
H (-1.924, 6.279, 3.151)  0.000
H (-1.030, 2.679, 1.556)  0.000
C (4.849, 2.314, -5.003)  0.000
C (3.593, 3.120, -5.000)  0.000
O (3.452, 3.422, -6.324)  0.000
C (4.012, 2.454, -7.110)  0.000
O (3.799, 2.256, -8.296)  0.000
O (4.963, 1.771, -6.336)  0.000
H (5.050, 1.604, -4.200)  0.000
H (5.641, 3.007, -4.719)  0.000
H (3.765, 3.943, -4.306)  0.000
H (2.754, 2.553, -4.597)  0.000
C (2.501, 3.549, 2.201)  0.000
C (2.241, 4.621, 3.274)  0.000
O (3.547, 4.648, 3.867)  0.000
C (4.524, 4.229, 3.040)  0.000
O (5.699, 4.512, 3.242)  0.000
O (3.933, 3.714, 1.979)  0.000
H (1.809, 3.860, 1.418)  0.000
H (2.247, 2.530, 2.490)  0.000
H (1.589, 4.078, 3.958)  0.000
H (1.862, 5.582, 2.925)  0.000
C (1.464, -0.175, -0.360)  0.001
C (0.632, 1.082, -0.290)  0.000
O (1.728, 2.056, -0.515)  0.000
C (2.455, 1.492, -1.443)  0.000
O (2.985, 2.127, -2.309)  0.000
O (2.495, 0.235, -1.205)  0.000
H (0.767, -0.905, -0.772)  -0.001
H (1.828, -0.390, 0.644)  0.000
H (0.199, 1.105, 0.710)  0.000
H (-0.106, 1.208, -1.083)  0.000
C (-1.980, 3.120, -1.028)  0.000
C (-2.510, 2.820, -2.425)  0.000
O (-3.616, 2.021, -2.142)  0.000
C (-3.558, 1.556, -0.910)  0.000
O (-4.395, 0.806, -0.354)  0.000
O (-2.523, 2.093, -0.269)  0.000
H (-2.276, 4.050, -0.544)  0.000
H (-0.893, 3.065, -0.961)  0.000
H (-1.747, 2.186, -2.876)  0.000
H (-2.649, 3.648, -3.121)  0.000
C (4.843, -1.781, 3.092)  0.000
C (5.241, -2.433, 1.788)  0.000
O (3.930, -2.916, 1.358)  0.000
C (2.899, -2.566, 2.228)  0.000
O (1.666, -2.800, 2.039)  0.001
O (3.404, -1.809, 3.258)  0.000
H (5.157, -0.777, 2.807)  0.000
H (5.429, -2.122, 3.946)  0.000
H (5.826, -3.334, 1.972)  0.000
H (5.598, -1.715, 1.050)  0.000

Summary:
2S+1: 2
Charge: +1
HOMO level (alpha / beta), eV: -10.082 / -10.082
HOMO-LUMO gap (alpha / beta), eV: 7.6 / 3.8
Calculated total energy, eV: -86111.308
<S²>: 0.75
LUMO energy (alpha / beta), Eh: -0.0905 / -0.2325